(1)
Entry from OMol25: a structure of composition C27H36BFeN12O2S (the ωB97M-V functional and the def2-TZVPD basis).

Properties
- LUMO (alpha / beta) (eV) = -7.32 / -7.04
- energy above the lowest of the compared OMol25 structures with the same formula, charge and spin (kcal/mol) = 0.00
- expectation value of S² = 0.88
- gap between HOMO and LUMO (alpha / beta) (eV) = 6.291 / 6.570
- E (eV) = -96449.1625
- charge = +2
- spin multiplicity = 2

XYZ file:
```
80
Properties=species:S:1:pos:R:3:forces:R:3
Fe -0.095196 -0.386542 0.317207 0.3 0.5 0.4
C 2.992598 -1.941324 -0.044282 0.0 0.0 0.0
C 2.427931 -1.054757 -1.099609 0.0 0.1 0.1
C 2.997468 -0.727664 -2.319270 0.0 0.0 0.0
C 2.108314 0.144261 -2.929281 0.0 0.1 0.0
N 1.071967 0.334730 -2.115730 -0.1 -0.2 -0.1
N 1.257965 -0.382730 -0.982452 0.0 -0.1 -0.3
B -0.182484 1.252527 -2.251368 -0.1 0.1 0.1
N -1.458385 0.378974 -2.021946 0.2 -0.2 -0.1
C -2.559645 0.179612 -2.752348 -0.1 0.1 0.0
C -3.437401 -0.598580 -2.015248 0.0 0.0 -0.1
C -2.796601 -0.851122 -0.804181 0.0 0.1 0.1
C -3.310804 -1.585476 0.387004 0.0 0.0 0.0
N -1.593345 -0.248846 -0.838895 -0.3 0.0 -0.1
N -0.109284 2.171780 -1.015203 -0.1 0.0 0.0
C -0.072845 3.503380 -0.916832 0.0 0.0 0.0
C 0.033120 3.836203 0.415556 0.0 0.0 -0.1
C 0.056369 2.632502 1.105313 0.0 0.1 0.0
C 0.162538 2.541003 2.585701 0.0 -0.1 0.0
N -0.035500 1.603432 0.237255 0.0 0.1 -0.1
N -0.227430 1.878352 -3.603265 0.1 0.0 0.0
C -0.277431 1.210718 -4.792953 0.0 0.0 0.0
C -0.292576 2.140878 -5.792253 0.0 0.0 0.0
C -0.247729 3.389993 -5.127837 0.0 0.0 0.0
C -0.240666 4.754999 -5.733378 0.0 0.0 0.0
N -0.208362 3.222134 -3.819417 0.0 0.0 0.0
H 4.063497 -2.047199 -0.202148 0.0 0.0 0.0
H 2.836275 -1.529796 0.953768 0.0 0.0 0.0
H 2.555711 -2.938655 -0.083755 0.0 0.0 0.0
H 3.941146 -1.073346 -2.703527 0.0 0.0 0.0
H 2.161143 0.657258 -3.875470 0.0 0.0 0.0
H -2.663417 0.631228 -3.724919 0.0 0.0 0.0
H -4.421328 -0.922308 -2.308219 0.0 0.0 0.0
H -4.335976 -1.899981 0.206138 0.0 0.0 0.0
H -2.721269 -2.474291 0.616683 0.0 0.0 0.0
H -3.305085 -0.942282 1.267501 0.0 0.0 0.0
H -0.116373 4.095851 -1.814489 0.0 0.0 0.0
H 0.095474 4.822370 0.840334 0.0 0.0 0.0
H 0.278034 3.547681 2.981371 0.0 0.0 0.0
H -0.742096 2.115356 3.016880 0.0 0.0 0.0
H 1.024971 1.953927 2.900011 0.0 0.0 -0.1
H -0.300335 0.132131 -4.836165 0.0 0.0 0.0
H -0.331103 1.961918 -6.853016 0.0 0.0 0.0
H -0.291027 4.693008 -6.818001 0.0 0.0 0.0
H -1.092288 5.337912 -5.384299 0.0 0.0 0.0
H 0.667485 5.293392 -5.464028 0.0 0.0 0.0
O -3.041165 -2.732741 -5.258404 0.0 0.0 0.0
C -2.377091 -3.921192 -4.896282 0.0 0.0 0.0
N -1.877011 -3.643065 -3.563744 0.1 0.1 0.0
C -1.135333 -4.544970 -2.892126 0.1 0.0 0.0
O -0.814880 -5.627348 -3.336661 0.0 0.0 0.0
C -0.700154 -4.139170 -1.506092 0.0 0.0 0.0
C -0.453138 -5.124174 -0.557481 0.1 0.0 0.0
C -0.028217 -4.733772 0.699760 0.0 0.0 0.0
C 0.116064 -3.387481 0.979588 -0.1 0.1 0.0
N -0.134648 -2.425075 0.076122 -0.1 -0.2 0.1
C -0.503026 -2.823010 -1.157259 0.2 0.1 -0.1
H -3.458917 -2.853691 -6.117052 0.0 0.0 0.0
H -1.538491 -4.149104 -5.558333 0.0 0.0 0.0
H -3.053122 -4.780282 -4.871063 0.0 0.0 0.0
H -2.230547 -2.803609 -3.130779 -0.1 -0.1 0.0
H -0.572774 -6.164568 -0.832042 0.0 0.0 0.0
H 0.194468 -5.460147 1.468165 0.0 0.0 0.0
H 0.443709 -3.061831 1.954254 0.0 0.0 0.0
H -0.597652 -2.049087 -1.906426 -0.1 0.0 0.0
S -0.341705 -0.748892 2.544599 0.0 -0.6 0.2
C -0.029881 -0.068011 4.115029 0.1 0.3 -0.1
N 1.212411 -0.022383 4.562858 0.0 0.0 0.0
C 1.564396 0.421503 5.919677 0.0 0.0 0.0
C 0.521030 1.412511 6.404268 0.0 0.0 0.0
C -0.868486 0.819319 6.253495 0.0 0.0 0.0
N -1.032800 0.310392 4.882885 -0.1 -0.1 0.0
H 1.936089 -0.342755 3.940150 0.0 0.0 0.0
H 2.551101 0.876468 5.870388 0.0 0.0 0.0
H 1.621647 -0.447291 6.577672 0.0 0.0 0.0
H 0.596008 2.341184 5.835839 0.0 0.0 0.0
H 0.702879 1.649769 7.450668 0.0 0.0 0.0
H -1.637760 1.571727 6.414028 0.0 0.0 0.0
H -1.035370 0.005756 6.961066 0.0 0.0 0.0
H -1.963246 0.194717 4.511700 0.0 0.0 0.0
```
Forces are in eV/Å.

***

(2)
Entry from OMol25: an isolated molecule of C14H15N in a non-equilibrium geometry (the ωB97M-V functional and the def2-TZVPD basis).

Properties
- LUMO (alpha / beta) (eV) = 0.81 / -2.31
- energy above the lowest of the compared OMol25 structures with the same formula, charge and spin (kcal/mol) = 40.51
- expectation value of S² = 2.02
- gap between HOMO and LUMO (alpha / beta) (eV) = 6.044 / 6.077
- E (eV) = -16243.3193
- charge = 0
- spin multiplicity = 3

XYZ file:
```
30
Properties=species:S:1:pos:R:3:forces:R:3
C -2.636097 2.182781 0.373177 1.3 -2.4 -0.7
C -2.103329 1.153199 0.051120 -0.6 0.8 0.2
C 2.392363 2.046091 -0.143491 -0.6 -1.1 0.4
C 3.440503 1.155567 -0.297241 2.0 -0.6 0.2
C 1.118849 1.543179 0.152677 1.0 -0.3 -1.3
C 3.318867 -0.205434 -0.086131 1.7 -1.0 0.0
C 1.004657 0.152296 0.266137 -2.9 1.4 -0.4
C 2.066930 -0.745579 0.117342 0.2 0.8 0.5
C 0.513828 -2.306543 0.246811 -2.3 -0.8 -0.1
C -0.385904 -0.439605 0.526610 2.8 -1.4 1.0
C -0.614179 -0.678130 1.999749 -1.5 0.3 -1.1
C -0.959601 0.091472 -1.857756 -0.5 -1.4 2.1
C -2.590355 -1.207452 -0.480528 -1.6 2.0 -0.2
C -1.513579 -0.093623 -0.419959 0.0 -0.2 -0.3
N 1.730658 -2.032849 0.221786 1.4 0.7 0.1
H -3.068420 3.076381 0.569824 -1.0 2.1 0.6
H 2.588936 3.075653 -0.124991 0.1 1.3 -0.4
H 4.471186 1.481718 -0.546376 -0.9 0.2 0.3
H 0.278818 2.230816 0.004900 0.1 -0.5 0.8
H 4.181660 -0.935445 -0.020824 -0.9 1.2 -0.5
H -0.044979 -3.206388 0.238595 -0.8 -0.3 -0.2
H -0.908537 0.193951 2.536620 0.0 1.2 0.3
H 0.161239 -1.164805 2.478736 2.2 -0.4 0.7
H -1.396133 -1.355295 2.196933 -1.5 -0.9 -0.2
H -0.222902 -0.676840 -2.023901 0.0 -0.5 -0.4
H -1.843874 -0.008585 -2.415880 -0.7 0.1 -1.6
H -0.491248 1.007722 -1.913792 0.8 2.0 -0.6
H -2.724979 -1.566548 0.534391 -0.5 -0.4 -0.2
H -2.175793 -1.880433 -1.158050 0.7 -1.9 -0.7
H -3.588575 -0.887267 -1.026482 1.9 -0.2 1.6
```
Forces are in eV/Å.

***

(3)
Entry from OMol25: an isolated molecule of C2H5N3S2 in a non-equilibrium geometry (the ωB97M-V functional and the def2-TZVPD basis).

Properties
- LUMO (eV) = 0.60
- energy above the lowest of the compared OMol25 structures with the same formula, charge and spin (kcal/mol) = 65.80
- structure (SMILES) = N/N=C\S/C=N\S
- gap between HOMO and LUMO (eV) = 9.486
- E (eV) = -28293.8140
- charge = 0
- spin multiplicity = 1

XYZ file:
```
12
Properties=species:S:1:pos:R:3:forces:R:3
N 1.638190 1.121375 -0.510341 -0.2 -0.6 0.3
N 2.117855 0.010920 0.093304 -0.2 -0.5 0.4
C 1.365894 -1.001647 0.295620 0.0 1.0 -0.4
S -0.319582 -1.154539 -0.250656 -0.2 0.2 0.0
C -1.043950 0.135926 0.747641 0.4 0.2 0.3
N -2.239897 0.532659 0.717939 -0.1 0.0 -0.1
S -3.445030 -0.045891 -0.306792 0.1 0.3 0.3
H 2.399214 1.657171 -0.862978 0.3 0.4 -0.3
H 0.885544 0.941352 -1.162042 -0.2 0.1 -0.2
H 1.768625 -1.844921 0.803314 0.3 -0.5 0.3
H -0.339535 0.612721 1.454815 -0.4 -0.3 -0.4
H -2.787326 -0.965130 -1.019825 0.2 -0.2 -0.2
```
Forces are in eV/Å.

***

(4)
Entry from OMol25: a structure of composition C18H14ClN3O2Ru in a non-equilibrium geometry (the ωB97M-V functional and the def2-TZVPD basis).

Properties
- LUMO (alpha / beta) (eV) = -7.78 / -12.20
- expectation value of S² = 6.04
- gap between HOMO and LUMO (alpha / beta) (eV) = 4.323 / 2.929
- E (eV) = -42540.4200
- charge = +2
- spin multiplicity = 5

XYZ file:
```
39
Properties=species:S:1:pos:R:3:forces:R:3
Cl -1.488032 2.737850 -4.593423 -0.8 0.8 0.2
C -0.904597 -1.846502 -3.292349 1.5 -1.0 -0.1
C 0.518744 -2.040020 -3.121204 -1.5 -0.6 -0.3
C 1.197980 -1.007289 -3.832653 -0.6 1.0 -0.1
H 0.988486 -2.859106 -2.583930 -0.1 0.2 -0.2
C 0.207992 -0.125347 -4.435352 -0.6 -1.9 -0.5
C -1.093657 -0.691928 -4.113661 0.7 0.7 -0.8
H -2.015507 -0.301621 -4.534811 0.1 -0.1 0.3
H -1.683067 -2.492346 -2.887689 0.2 0.3 -0.1
H 2.272790 -0.897446 -3.953854 -0.2 0.0 0.2
C 0.454851 0.997004 -5.347325 0.8 -0.7 -0.4
Ru -0.088324 0.073560 -2.314891 0.3 -0.4 -0.4
C 1.304982 1.266441 -1.924756 3.8 3.6 1.7
O 2.161846 1.986379 -1.595594 -2.8 -2.3 -1.3
C -1.310397 1.403677 -1.775698 -2.8 3.5 1.5
O -2.019932 2.210552 -1.331570 2.0 -2.3 -1.3
H 1.413356 1.475715 -5.170680 0.0 0.2 -0.1
H -0.382749 1.820820 -5.137528 0.5 -0.2 -0.4
H 0.344294 0.695684 -6.390889 -0.2 0.3 0.0
N -0.214742 1.513024 8.415757 0.2 -0.7 -2.6
C -0.138720 1.199635 7.290378 -0.2 0.8 2.6
C -0.070081 0.797354 5.914924 0.1 -0.1 0.2
C -1.023921 1.275094 5.002536 0.3 0.4 1.9
C -0.979157 0.863913 3.667679 0.6 -1.2 -1.7
C -0.034345 -0.095277 3.281447 -0.2 0.0 -0.5
C 0.934135 -0.563520 4.177456 -0.3 -0.2 -1.9
C 0.933177 -0.088894 5.492229 -0.5 0.9 1.8
N -0.037762 -0.579927 1.955177 0.2 -0.4 -0.5
C 0.496411 -1.797135 1.517344 0.0 -0.1 -0.1
C 0.351603 -1.842470 0.168056 0.0 1.0 0.7
N -0.183379 -0.625732 -0.253642 -1.0 -0.6 2.6
C -0.476077 0.083306 0.845611 1.0 -0.9 -0.7
H -1.804126 1.965590 5.333200 0.3 -0.2 0.0
H -1.694635 1.255726 2.942505 0.1 -0.1 0.3
H 1.710025 -1.256936 3.842122 -0.3 0.2 0.2
H 1.708107 -0.421353 6.184968 -0.3 0.1 -0.1
H 0.939472 -2.527247 2.173654 -0.2 0.0 0.1
H 0.618073 -2.636732 -0.515543 0.0 0.3 0.2
H -0.913108 1.075496 0.902002 0.1 -0.2 -0.3
```
Forces are in eV/Å.

***

(5)
Entry from OMol25: an isolated molecule of CH3ClN2S in a non-equilibrium geometry (the ωB97M-V functional and the def2-TZVPD basis).

Properties
- LUMO (eV) = 0.19
- energy above the lowest of the compared OMol25 structures with the same formula, charge and spin (kcal/mol) = 26.71
- structure (SMILES) = NNC(=S)Cl
- gap between HOMO and LUMO (eV) = 9.003
- E (eV) = -27421.9945
- charge = 0
- spin multiplicity = 1

XYZ file:
```
8
Properties=species:S:1:pos:R:3:forces:R:3
N -0.343980 -0.223204 -0.473974 -2.1 -0.5 2.4
N 0.890788 0.209243 0.068872 -2.5 2.3 -0.8
C 1.462920 1.390790 -0.190667 0.5 -0.8 0.7
S 3.058939 1.551397 -0.287247 0.9 0.4 -0.2
Cl 0.372409 2.726193 -0.172236 -0.5 0.2 -0.3
H -0.838965 -0.563699 0.432590 0.3 0.8 -2.4
H -0.876623 0.570227 -0.841607 0.2 -0.2 0.3
H 1.374497 -0.600925 0.101205 3.1 -2.3 0.2
```
Forces are in eV/Å.

***

(6)
Entry from OMol25: a structure of composition C16H18BClF2N4O6Pb (the ωB97M-V functional and the def2-TZVPD basis).

Properties
- LUMO (eV) = -0.81
- energy above the lowest of the compared OMol25 structures with the same formula, charge and spin (kcal/mol) = 20.51
- gap between HOMO and LUMO (eV) = 6.978
- E (eV) = -59015.0216
- charge = 0
- spin multiplicity = 1

XYZ file:
```
49
Properties=species:S:1:pos:R:3:forces:R:3
Pb -1.132162 0.724236 -3.213123 -0.1 0.0 -0.3
O 2.655195 4.288406 0.227113 0.2 0.1 0.0
C 3.296533 3.185105 -0.120153 0.0 -0.1 0.0
O 4.441356 2.968227 0.201171 0.0 0.0 0.1
C 2.524819 2.181956 -0.899672 -0.1 0.3 0.0
C 3.002284 0.929401 -1.219675 0.1 -0.2 0.0
N 2.025898 0.297962 -1.884478 0.0 0.1 -0.2
N 0.947066 1.068691 -2.022656 0.3 0.0 0.1
C 1.217199 2.214776 -1.437001 -0.1 0.0 0.0
C 0.075307 3.195156 -1.353254 -0.1 0.1 0.0
O 0.199272 4.143421 -0.539659 -0.1 -0.2 -0.2
O -0.918997 2.940833 -2.077757 0.2 -0.1 0.3
H 1.701449 4.289350 -0.102978 -0.1 0.0 0.0
H 3.957389 0.476513 -0.999611 -0.1 0.0 -0.1
H 1.969014 -0.653827 -2.212696 0.0 0.0 0.0
N -1.000794 2.197010 3.456631 0.1 -0.2 -0.2
C 0.400776 1.668993 3.267704 0.1 0.0 0.0
C 0.738215 1.806225 1.787776 -0.2 -0.1 -0.1
N -0.219290 1.172880 0.915396 -0.2 0.2 0.4
C -1.581498 1.573530 1.171530 0.4 0.1 -0.1
C -1.987028 1.408777 2.627578 0.0 0.0 0.0
H -1.014539 3.160857 3.119477 0.0 0.1 0.0
H -1.263446 2.204935 4.436189 0.0 0.0 0.1
H 0.400771 0.631275 3.595291 -0.1 0.0 0.0
H 1.073519 2.255236 3.891226 0.0 0.0 0.1
H 1.735246 1.405659 1.620016 0.0 0.0 0.0
H 0.774269 2.879930 1.555115 0.1 0.0 0.0
H -0.081740 0.191660 0.674954 0.0 0.1 -0.1
H -2.265933 0.996404 0.562831 0.0 0.0 0.0
H -1.702652 2.633946 0.893964 0.0 -0.1 -0.1
H -1.912645 0.370767 2.943787 0.0 0.0 0.1
H -2.987540 1.787859 2.830298 0.0 0.1 0.0
F -3.921179 0.993252 -1.291492 0.2 -0.2 0.0
B -2.901685 0.168021 -1.605118 0.0 -0.1 0.2
F -3.016833 -1.043838 -1.030562 -0.1 0.3 -0.1
Cl -0.607953 -7.909452 -0.916386 0.0 0.0 0.0
C -0.498870 -6.179805 -1.088884 0.0 0.0 0.0
C -0.110544 -5.640179 -2.304696 0.0 0.0 0.0
C -0.029721 -4.260793 -2.434472 -0.1 0.0 0.0
C -0.311795 -3.431530 -1.355752 0.0 0.0 0.0
C -0.697002 -3.993339 -0.144943 0.0 0.0 0.0
C -0.804321 -5.368792 -0.006905 0.0 0.0 0.0
C -0.201530 -1.932762 -1.481035 0.0 0.1 -0.3
O 0.021641 -1.272196 -0.454311 -0.2 -0.2 -0.1
O -0.311167 -1.465759 -2.675348 0.2 -0.1 0.5
H 0.116046 -6.292739 -3.137625 0.0 0.0 0.0
H 0.244768 -3.814592 -3.382325 0.0 0.0 0.0
H -0.918294 -3.335966 0.686983 0.0 0.0 0.0
H -1.118888 -5.815659 0.927530 0.0 0.0 0.0
```
Forces are in eV/Å.